Entry from OMol25: C12H27CsN3NbO4S as an isolated structure (ωB97M-V with the def2-TZVPD basis set).

ORCA input file:
```
! wB97M-V def2-TZVPD RIJCOSX def2/J DEFGRID3
* xyz 2 1
N -0.589 1.147 1.496
C -0.994 1.807 2.416
O -1.294 2.296 3.445
Cs 0.041 -0.693 4.102
Nb -0.477 -0.623 0.335
N 1.449 -1.214 0.447
N -0.842 0.210 -1.399
C 2.839 -0.711 0.609
C -0.865 1.610 -1.854
C 3.790 -1.818 1.116
C 3.360 -0.200 -0.743
C 2.839 0.427 1.624
C -2.141 2.259 -1.313
C -0.829 1.694 -3.380
C 0.357 2.321 -1.284
H 3.415 -2.264 2.047
H 4.785 -1.389 1.334
H 3.942 -2.616 0.377
H 3.332 -0.982 -1.513
H 4.400 0.154 -0.644
H 2.754 0.648 -1.091
H 2.128 1.221 1.356
H 3.842 0.879 1.676
H 2.602 0.057 2.636
H -3.026 1.694 -1.628
H -2.213 3.288 -1.696
H -2.137 2.284 -0.219
H -1.738 1.288 -3.837
H 0.050 1.171 -3.773
H -0.752 2.752 -3.666
H 0.312 3.386 -1.550
H 1.277 1.889 -1.704
H 0.392 2.251 -0.189
C 1.344 -2.520 -0.259
H 0.276 -2.742 -0.453
H 1.893 -2.527 -1.214
H 1.745 -3.349 0.347
C -1.522 -0.800 -2.240
H -1.556 -1.777 -1.726
H -2.551 -0.491 -2.484
H -0.963 -0.941 -3.178
C -3.957 -1.107 3.071
S -3.328 -1.146 1.373
O -4.102 -2.013 0.552
O -3.073 0.224 0.917
O -1.853 -1.704 1.487
H -4.895 -1.670 3.088
H -4.189 -0.087 3.391
H -3.281 -1.573 3.796
*
```

The value obtained for the energy above the lowest of the compared OMol25 structures with the same formula, charge and spin is 0.869 eV. The calculation puts the total energy at -1413.4621 hartree. The calculation puts the frontier orbital gap (alpha / beta) at 6.695 / 6.697 eV.

These are the natural (NBO) partial charges, in e, on atoms 1 to 4: N -0.852; C 0.876; O -0.471; Cs 0.988